Record 1
Molecular formula: C3H4O
Method: DFT, ωB97M-V/def2-TZVPD

The geometry in ORCA input format:
```
! wB97M-V def2-TZVPD RIJCOSX def2/J DEFGRID3
* xyz 0 1
C -0.0292 1.2451 -0.2390
C -0.3643 0.1203 0.3456
C 0.2780 -1.2186 0.0137
H -0.7336 2.1431 -0.0750
H 0.7281 1.1266 -1.0866
H -1.1035 -0.0055 1.1983
H 0.4673 -1.9493 0.9511
O 0.7571 -1.4618 -1.1080
*
```

The total energy is -5221.4584 eV. The value obtained for the HOMO energy is -10.11 eV.

Record 2
Molecular formula: C5H10NO2
Method: DFT, ωB97M-V/def2-TZVPD

The geometry in ORCA input format:
```
! wB97M-V def2-TZVPD RIJCOSX def2/J DEFGRID3
* xyz 1 1
O 2.5152 0.8204 -1.7040
C 2.2768 0.0636 -0.8149
C 0.9581 0.1551 -0.0804
C -0.1061 -0.9137 -0.3771
C -1.1453 -1.1530 0.7751
C -2.2357 -0.1223 0.8609
O -2.1852 1.0196 0.4506
N 0.4217 1.5589 -0.2948
H 2.9704 -0.6948 -0.4362
H 1.1885 0.0958 0.9906
H -0.5981 -0.6809 -1.3219
H 0.4461 -1.8512 -0.4652
H -1.6258 -2.1109 0.5856
H -0.4818 -1.1775 1.6432
H -3.1787 -0.5133 1.2693
H -0.5697 1.5990 0.0383
H 0.3552 1.6598 -1.3098
H 0.9944 2.2453 0.1907
*
```

The total energy is -10924.9942 eV. The value obtained for the HOMO energy is -14.77 eV.

Record 3
Molecular formula: CH6N2O
Method: DFT, ωB97M-V/def2-TZVPD

The geometry in ORCA input format:
```
! wB97M-V def2-TZVPD RIJCOSX def2/J DEFGRID3
* xyz 0 1
N 0.6240 -1.9637 -0.7331
H 0.5782 -2.2102 -1.7266
H -0.2053 -1.3706 -0.6844
H 0.4830 -2.8334 -0.2397
C -0.4148 1.6397 -0.0223
N -0.0445 1.1856 1.2216
O -0.2299 1.0584 -1.0573
H -1.0051 2.5702 -0.0199
H 0.2744 1.7473 1.9769
H -0.0600 0.1767 1.2849
*
```

The total energy is -6161.8964 eV. The value obtained for the HOMO energy is -9.95 eV.

Record 4
Molecular formula: C7H12N2
Method: DFT, ωB97M-V/def2-TZVPD

The geometry in ORCA input format:
```
! wB97M-V def2-TZVPD RIJCOSX def2/J DEFGRID3
* xyz 2 1
C 2.8680 1.5140 1.0697
C 1.5847 1.2431 0.8633
C 3.1337 -0.1305 -0.4809
C -1.2150 0.0432 -0.0089
C 0.1930 -0.1659 -0.5825
C -2.1533 0.2675 -1.2135
C -1.4594 -1.2999 0.7551
N 3.6744 0.6288 0.3804
N 1.2824 0.2746 -0.0716
H 3.2672 2.2361 1.6526
H 0.8716 1.8743 1.4488
H 3.3735 -0.6232 -1.3563
H -1.3764 0.9158 0.5290
H 0.0977 -0.7852 -1.4359
H -3.1517 0.1639 -0.7664
H -2.1373 -0.3912 -1.9897
H -2.1258 1.2664 -1.7597
H -0.6522 -2.1765 0.5801
H -2.4435 -1.5945 0.4592
H -1.3550 -1.1933 1.8778
H 4.6009 0.7266 0.6270
*
```

The total energy is -10411.0045 eV. The value obtained for the HOMO energy is -19.42 eV.

Record 5
Molecular formula: C22H40N2O14P
Method: DFT, ωB97M-V/def2-TZVPD

The geometry in ORCA input format:
```
! wB97M-V def2-TZVPD RIJCOSX def2/J DEFGRID3
* xyz 1 1
N 3.1341 -1.5373 1.5951
C 3.8338 -2.7843 1.3615
C 3.5343 -3.9333 2.3312
O 4.6248 -4.8399 2.3272
C 2.3347 -4.8008 1.9174
P 0.8234 -3.8580 1.6977
N 0.5858 -3.3229 0.1478
C -0.6696 -4.7334 2.1364
C -1.8126 -3.7117 2.3850
C -3.2457 -4.3252 2.3163
O -2.4171 -3.7188 3.5698
H 2.2840 -1.4111 1.0670
H 2.9789 -1.3121 2.5671
H 4.9088 -2.6192 1.4463
H 3.6775 -3.1120 0.3312
H 3.3628 -3.5555 3.3435
H 5.2040 -4.6622 3.0759
H 2.1702 -5.5665 2.6753
H 2.5952 -5.2868 0.9761
H 0.8869 -2.7458 2.5284
H 0.0554 -3.9832 -0.4121
H 1.4449 -3.1248 -0.3560
H -1.0112 -5.3481 1.3083
H -0.5636 -5.2848 3.0678
H -1.7114 -2.7288 1.9343
H -4.2005 -4.3395 2.8345
H -3.5690 -3.4442 1.6978
C 3.7272 4.0424 1.5602
C 3.2830 3.0466 2.5963
C 3.6477 1.5967 2.3466
O 2.5834 0.9100 3.0490
C 1.5018 1.7218 3.0484
O 0.4066 1.3649 3.3548
O 1.8361 2.9555 2.6420
H 3.3735 5.0389 1.8218
H 4.8156 4.0620 1.5074
H 3.3321 3.7872 0.5781
H 3.6205 3.3571 3.5890
H 4.6121 1.3156 2.7619
H 3.5885 1.2962 1.3012
C -0.1291 3.8188 -2.7862
C 0.7886 2.6302 -2.7395
C 0.2290 1.3888 -2.0759
O 1.4184 0.7484 -1.5708
C 2.3405 1.7165 -1.3652
O 3.3648 1.5540 -0.7743
O 1.9414 2.8802 -1.8951
H 0.3635 4.6819 -3.2294
H -1.0126 3.5872 -3.3812
H -0.4446 4.0983 -1.7801
H 1.1677 2.3920 -3.7369
H -0.2928 0.7218 -2.7560
H -0.4147 1.6350 -1.2289
C -7.6489 -6.3553 2.8238
C -7.4565 -5.3580 1.7130
C -8.4857 -5.3994 0.6012
O -7.7323 -4.9156 -0.5211
C -6.4329 -5.2041 -0.3043
O -5.5639 -5.0987 -1.1080
O -6.2487 -5.6308 0.9686
H -6.8392 -6.2878 3.5493
H -8.5906 -6.1659 3.3384
H -7.6567 -7.3709 2.4281
H -7.3730 -4.3436 2.1149
H -9.3479 -4.7617 0.7727
H -8.8166 -6.4176 0.3865
C 2.0436 9.4766 -6.1988
C 1.6677 8.6739 -4.9831
C 2.0464 7.2064 -5.0182
O 1.0410 6.6194 -4.1783
C -0.0594 7.4172 -4.2282
O -1.1192 7.1125 -3.7897
O 0.2340 8.5790 -4.8430
H 1.6894 10.5017 -6.1057
H 3.1271 9.4933 -6.3161
H 1.5937 9.0483 -7.0948
H 2.0530 9.1447 -4.0747
H 3.0352 6.9965 -4.6202
H 1.9538 6.7821 -6.0205
*
```

The total energy is -64387.6949 eV. The value obtained for the HOMO energy is -12.17 eV.

Record 6
Molecular formula: C22H26AlBFN7O3
Method: DFT, ωB97M-V/def2-TZVPD

The geometry in ORCA input format:
```
! wB97M-V def2-TZVPD RIJCOSX def2/J DEFGRID3
* xyz 2 1
Al -0.0128 0.0588 -0.0068
B 1.4038 2.9172 -0.9338
N 1.9839 2.0117 0.1790
C 3.0763 2.3404 0.8482
C 3.3637 1.3489 1.7842
C 2.3653 0.4192 1.6225
N 1.5309 0.8346 0.6386
N 0.1170 2.3721 -1.5917
C -0.5300 3.0209 -2.5457
C -1.6508 2.2856 -2.9285
C -1.6199 1.1653 -2.1335
N -0.5343 1.2303 -1.3256
H 2.2300 3.0141 -1.7812
H 1.1383 3.9613 -0.4380
H 3.5937 3.2549 0.6396
H 4.1802 1.3308 2.4766
H 2.1790 -0.5072 2.1347
H -0.1786 3.9666 -2.9053
H -2.3740 2.5471 -3.6727
H -2.2874 0.3255 -2.0717
C -2.8950 -6.7695 0.7045
C -1.6905 -6.3119 1.5220
N -1.1151 -5.1117 0.9254
C -1.5950 -3.9367 1.3298
C -1.1761 -2.7210 0.8436
C -1.8366 -1.4850 1.4090
O -2.8475 -1.5722 2.0417
O -1.2083 -0.3659 1.1300
C -0.1905 -2.6711 -0.1592
O 0.2982 -1.5781 -0.6421
C 0.2662 -3.9382 -0.6567
C 1.1710 -3.9771 -1.7262
C 1.5900 -5.1690 -2.2397
F 2.3944 -5.1296 -3.3141
C 1.1587 -6.4069 -1.7097
C 0.2700 -6.3618 -0.6430
C -0.2037 -5.1576 -0.1045
N 1.5902 -7.6405 -2.2017
C 2.7663 -7.6895 -3.0547
C 3.3453 -9.1000 -3.0595
N 2.3129 -10.0384 -3.5652
C 1.1362 -10.0055 -2.6640
C 0.5756 -8.5864 -2.6365
H -3.3549 -7.6357 1.1724
H -2.6065 -7.0230 -0.3138
H -3.6371 -5.9749 0.6623
H -0.9356 -7.0948 1.6027
H -2.0173 -6.0614 2.5318
H -2.3609 -3.9312 2.0959
H 1.5110 -3.0591 -2.1771
H -0.0541 -7.3013 -0.2302
H 3.5258 -7.0190 -2.6533
H 2.5433 -7.3822 -4.0874
H 3.6168 -9.3991 -2.0460
H 4.2325 -9.1353 -3.6940
H 2.6913 -10.9890 -3.6409
H 2.0233 -9.7339 -4.5054
H 1.4641 -10.3011 -1.6661
H 0.3747 -10.7049 -3.0135
H -0.2702 -8.5576 -1.9530
H 0.2047 -8.3182 -3.6391
*
```

The total energy is -49792.8114 eV. The value obtained for the HOMO energy is -13.15 eV.

Record 7
Molecular formula: C19H73ClNO21P3S
Method: DFT, ωB97M-V/def2-TZVPD

The geometry in ORCA input format:
```
! wB97M-V def2-TZVPD RIJCOSX def2/J DEFGRID3
* xyz 0 1
N 3.4362 0.9890 1.0926
P 2.0810 0.1717 0.8765
C 0.8633 1.0000 -0.3773
O 1.6649 1.2876 -1.5410
C 1.1226 2.3272 -2.3483
O 0.0852 2.2402 -3.0408
C 1.9139 3.7376 -2.4767
O 1.2812 4.8025 -1.7372
O 2.3349 5.5767 -1.2855
P 0.1394 2.5145 0.5066
S 1.5065 3.7008 1.2839
P -0.5156 -0.2995 -0.6708
O -1.1198 -0.9253 0.8092
Cl -2.2508 0.6347 -1.5297
H 4.2210 0.3790 0.8172
H 2.4652 -1.1405 0.3952
H 1.3481 0.0653 2.1148
H 1.8143 4.0181 -3.5931
H 3.0351 3.6313 -2.2796
H 1.9508 6.1820 -0.6084
H -0.5809 1.9891 1.6518
H -0.8382 3.2241 -0.2679
H -0.4203 -1.0186 1.4923
C -3.1814 -3.1264 -3.2742
O -3.3178 -2.2602 -2.1547
H -3.4321 -4.1415 -2.9664
H -3.8612 -2.8117 -4.0678
H -2.1490 -3.1015 -3.6336
H -3.0910 -1.3692 -2.4515
C -4.7193 2.9003 -3.4877
O -3.3629 2.7958 -3.8912
H -5.2076 3.6655 -4.0916
H -5.2252 1.9428 -3.6398
H -4.7703 3.1855 -2.4334
H -2.9542 2.1135 -3.3426
C 7.2095 1.3187 2.9479
O 6.1914 2.2396 2.5793
H 8.0355 1.8683 3.4006
H 6.8116 0.6016 3.6717
H 7.5684 0.7931 2.0599
H 5.4726 1.7266 2.1812
C 1.0320 -2.2533 4.9350
O 0.8890 -1.5528 3.7050
H 1.9171 -2.8863 4.8776
H 1.1504 -1.5397 5.7535
H 0.1521 -2.8771 5.1085
H 0.0996 -1.0010 3.7828
C 3.3957 2.3473 4.5795
O 4.0669 3.5677 4.8455
H 2.4148 2.3719 5.0568
H 3.2707 2.2259 3.5005
H 3.9757 1.5134 4.9858
H 4.9298 3.5165 4.4110
C -2.7675 -5.6542 -0.3943
O -2.9042 -4.7846 0.7211
H -3.0171 -6.6693 -0.0839
H -3.4487 -5.3405 -1.1882
H -1.7360 -5.6288 -0.7542
H -2.6775 -3.8948 0.4177
C 1.0650 7.2044 2.9458
O 0.9229 7.8951 1.7129
H 1.9511 6.5716 2.8947
H 1.1814 7.9248 3.7604
H 0.1847 6.5802 3.1210
H 0.1323 8.4471 1.7846
C -0.6797 11.2543 3.1380
O -1.0726 10.1623 2.3178
H 0.3670 11.4840 2.9393
H -1.2921 12.1289 2.9055
H -0.7972 10.9861 4.1909
H -2.0002 9.9790 2.5116
C -6.2333 -3.4518 -6.6511
O -5.2778 -3.8774 -5.6882
H -5.8176 -2.6164 -7.2145
H -6.4575 -4.2738 -7.3356
H -7.1462 -3.1275 -6.1448
H -5.6696 -4.6149 -5.2046
C -1.8762 -7.6717 2.5913
O -2.2792 -8.7649 1.7746
H -0.8306 -7.4430 2.3841
H -2.4902 -6.7976 2.3625
H -1.9863 -7.9409 3.6448
H -3.2052 -8.9463 1.9769
C 0.2404 -11.1413 2.2639
O 0.0905 -10.4527 1.0338
H 1.1249 -11.7764 2.2059
H 0.3654 -10.4216 3.0777
H -0.6394 -11.7637 2.4486
H -0.6986 -9.8985 1.1122
C -6.1106 -5.3104 2.7093
O -5.4325 -4.0914 2.9622
H -7.0868 -5.2777 3.1937
H -6.2449 -5.4390 1.6321
H -5.5316 -6.1437 3.1171
H -4.5720 -4.1480 2.5220
C -4.7752 0.2897 -8.7092
O -6.0668 -0.1500 -8.3127
H -4.5229 -0.1759 -9.6620
H -4.7750 1.3761 -8.8267
H -4.0381 -0.0038 -7.9573
H -6.2654 0.2752 -7.4694
C -3.5859 4.3340 2.2235
O -2.2329 3.9026 2.2696
H -3.7703 4.8095 1.2600
H -4.2517 3.4745 2.3355
H -3.7706 5.0553 3.0235
H -2.0957 3.4866 3.1299
C 9.6661 0.6695 -0.3049
O 9.0089 -0.2714 0.5300
H 10.1584 1.4142 0.3208
H 10.4144 0.1579 -0.9157
H 8.9333 1.1641 -0.9471
H 8.5830 -0.9165 -0.0491
C 7.6508 0.4788 -3.7289
O 7.1949 -0.5774 -2.8952
H 8.1970 1.1986 -3.1196
H 8.3153 0.0777 -4.4984
H 6.7952 0.9742 -4.1946
H 6.7170 -1.1976 -3.4591
*
```

The total energy is -116585.2795 eV. The value obtained for the HOMO energy is -8.34 eV.

Record 8
Molecular formula: C38H66IIrN2O4S6Si
Method: DFT, ωB97M-V/def2-TZVPD

The geometry in ORCA input format:
```
! wB97M-V def2-TZVPD RIJCOSX def2/J DEFGRID3
* xyz -1 6
Ir -0.6848 2.2221 -0.4675
S -5.5301 1.1947 -0.5366
C -3.9499 1.2147 -1.1279
S -3.0485 2.6507 -1.2842
S -3.5337 -0.3520 -1.4850
I -0.0064 4.7803 -0.7308
C 1.0817 -6.7153 -3.9875
C -0.3295 -6.6417 -3.4029
C -0.5277 -5.4521 -2.4679
C -0.5123 -4.1125 -3.1988
N -0.7833 -2.9760 -2.3300
C 0.0224 -2.6035 -1.2794
S -0.6246 -1.8661 0.0640
N 1.3386 -2.8662 -1.4694
C 2.4080 -2.3291 -0.6366
C 3.2998 -3.4055 -0.0204
C 2.7874 -3.9782 1.2996
C 1.5463 -4.8562 1.1502
H 1.2328 -7.6400 -4.5478
H 1.8294 -6.6823 -3.1900
H 1.2826 -5.8850 -4.6688
H -0.5356 -7.5603 -2.8491
H -1.0622 -6.5937 -4.2160
H 0.2554 -5.4491 -1.7029
H -1.4803 -5.5398 -1.9398
H -1.2744 -4.1038 -3.9799
H 0.4428 -3.9634 -3.7077
H -1.7535 -2.8025 -2.1134
H 1.6065 -3.1597 -2.3939
H 1.9274 -1.7331 0.1398
H 3.0131 -1.6520 -1.2437
H 4.2844 -2.9586 0.1444
H 3.4359 -4.2220 -0.7407
H 2.5632 -3.1480 1.9773
H 3.5902 -4.5605 1.7612
H 0.6864 -4.2730 0.8115
H 1.2765 -5.3129 2.1051
H 1.7266 -5.6634 0.4323
C -1.6501 4.8981 2.8662
C -0.4903 4.3436 3.6836
C -0.2380 5.2204 4.9003
C 0.7771 4.2383 2.8429
O -0.8602 3.0590 4.2026
Si -0.8996 1.5455 3.5600
S -1.5401 1.3829 1.5743
O -1.9236 0.7060 4.5262
C -3.2675 0.9203 4.9636
C -4.1118 1.6091 3.8980
C -3.2115 1.7708 6.2285
C -3.8260 -0.4608 5.2642
O 0.5648 0.8051 3.6798
C 1.4285 0.4906 4.7699
C 2.1714 -0.7689 4.3472
C 0.6574 0.2390 6.0636
C 2.4043 1.6433 4.9669
H -1.3873 5.8690 2.4396
H -2.5313 5.0141 3.5033
H -1.9005 4.2231 2.0467
H 0.0296 6.2334 4.5888
H 0.5783 4.8100 5.4999
H -1.1352 5.2675 5.5217
H 1.0143 5.2025 2.3897
H 0.6468 3.5173 2.0342
H 1.6182 3.9178 3.4592
H -3.7393 2.6162 3.6917
H -5.1459 1.6826 4.2451
H -4.0943 1.0519 2.9605
H -2.6716 2.6968 6.0212
H -2.6870 1.2347 7.0236
H -4.2198 2.0166 6.5726
H -3.8234 -1.0643 4.3545
H -4.8511 -0.3883 5.6371
H -3.2090 -0.9601 6.0145
H 1.4577 -1.5761 4.1693
H 2.8784 -1.0812 5.1208
H 2.7182 -0.5836 3.4195
H -0.0875 -0.5447 5.9193
H 0.1335 1.1433 6.3851
H 1.3533 -0.0630 6.8501
H 2.9413 1.8442 4.0371
H 3.1290 1.4031 5.7500
H 1.8613 2.5444 5.2579
C 3.1053 1.7318 -2.0713
C 2.4496 1.8650 -0.6996
C 3.4098 1.4472 0.4166
C 1.1549 1.0544 -0.6377
H 4.0024 2.3550 -2.1542
H 2.4064 2.0381 -2.8572
H 3.3934 0.6894 -2.2598
H 2.2406 2.9278 -0.5531
H 3.7232 0.4039 0.2889
H 2.9178 1.5318 1.3904
H 4.3072 2.0763 0.4314
H 1.0653 0.4701 0.2801
H 1.0224 0.3933 -1.4924
O -0.5793 1.2731 -2.8149
S -1.6011 1.1526 -3.9177
C -1.0755 2.3661 -5.1365
C -1.6455 2.3989 -6.4035
C -1.2203 3.3559 -7.3097
C -0.2490 4.2821 -6.9388
C 0.2874 4.2548 -5.6601
C -0.1247 3.2904 -4.7456
C -1.0962 -0.3299 -4.7929
C -2.0535 -1.0984 -5.4343
C -1.6601 -2.2570 -6.0966
C -0.3250 -2.6341 -6.0949
C 0.6209 -1.8645 -5.4214
C 0.2376 -0.7084 -4.7611
H -2.4088 1.6804 -6.6824
H -1.6460 3.3819 -8.3048
H 0.0832 5.0280 -7.6501
H 1.0254 4.9882 -5.3601
H 0.2747 3.2573 -3.7375
H -3.0970 -0.8037 -5.3993
H -2.3976 -2.8660 -6.6041
H -0.0195 -3.5367 -6.6100
H 1.6612 -2.1671 -5.4143
H 0.9484 -0.1025 -4.2090
*
```

The total energy is -135481.6424 eV. The value obtained for the HOMO energy (spin up / spin down) is -3.27 / -5.03 eV. The expectation value of S² is 8.771.